Entry 1:
{"formula": "C20H43InN2OP3S", "method": "ωB97M-V with the def2-TZVPD basis set", "orbital_gap_ha": [0.1690, 0.1499], "e_homo_ev": [-14.84, -14.42], "charge": 3, "symbols": ["In", "P", "P", "P", "H", "C", "C", "H", "C", "C", "C", "C", "C", "C", "C", "C", "C", "H", "H", "H", "H", "H", "H", "H", "H", "H", "H", "H", "H", "H", "H", "H", "H", "H", "H", "H", "H", "H", "H", "H", "H", "H", "H", "H", "H", "H", "C", "C", "C", "C", "C", "C", "O", "H", "H", "H", "H", "H", "H", "S", "C", "N", "C", "C", "N", "H", "H", "H", "H", "H", "H"], "xyz": [[-0.608, 0.685, 0.101], [1.578, -0.763, 1.937], [1.529, 2.435, 0.085], [-1.017, -2.021, -0.104], [-0.228, 3.232, -4.886], [-0.704, 2.221, -4.745], [-2.081, 2.060, -4.207], [-2.372, 2.791, -3.435], [3.031, -1.551, 1.139], [2.420, 0.392, 3.098], [1.132, -2.061, 3.193], [1.199, 3.717, -1.192], [1.712, 3.487, 1.568], [3.260, 1.989, -0.295], [-2.273, -2.187, -1.429], [-1.788, -2.968, 1.259], [0.274, -3.197, -0.673], [-0.740, 1.526, -5.640], [-2.801, 2.027, -5.093], [3.728, -1.952, 1.889], [3.555, -0.811, 0.521], [2.699, -2.364, 0.479], [3.043, -0.173, 3.811], [1.664, 0.960, 3.664], [3.056, 1.104, 2.557], [1.888, -2.861, 3.219], [0.163, -2.506, 2.935], [1.045, -1.623, 4.200], [1.882, 4.565, -1.072], [0.169, 4.072, -1.081], [1.316, 3.292, -2.192], [2.695, 3.987, 1.541], [1.630, 2.880, 2.481], [0.908, 4.238, 1.577], [3.871, 2.901, -0.373], [3.310, 1.452, -1.252], [3.695, 1.346, 0.479], [-2.745, -3.172, -1.347], [-1.826, -2.065, -2.421], [-3.033, -1.409, -1.300], [-2.686, -3.480, 0.880], [-2.080, -2.278, 2.068], [-1.086, -3.723, 1.647], [-0.220, -4.065, -1.148], [0.874, -3.546, 0.184], [0.940, -2.710, -1.405], [-0.363, 0.772, -3.332], [0.795, 0.398, -4.286], [0.474, -0.922, -4.773], [-0.875, -1.302, -4.885], [-1.992, -0.533, -4.540], [-1.856, 0.609, -3.639], [0.018, 1.190, -2.211], [1.770, 0.544, -3.780], [0.927, 1.171, -5.079], [1.347, -1.522, -5.019], [-1.139, -2.175, -5.473], [-3.042, -0.834, -4.762], [-2.522, 0.486, -2.758], [-1.794, 1.831, 2.111], [-1.835, 0.646, 3.396], [-1.030, 0.630, 4.486], [-1.458, -0.337, 5.479], [-2.588, -1.056, 4.791], [-2.632, -0.455, 3.461], [-0.398, 1.403, 4.665], [-1.795, 0.142, 6.397], [-0.625, -0.994, 5.705], [-3.538, -0.954, 5.321], [-2.397, -2.111, 4.661], [-3.431, -0.500, 2.842]], "forces_ev_per_a": [[2.0, -0.3, 0.1], [0.5, -0.1, 0.9], [0.1, 1.3, -0.6], [-0.7, -0.6, -1.0], [-0.3, -1.2, 0.2], [-0.8, -0.2, -0.6], [-1.7, -0.2, -1.2], [0.0, -0.5, -0.3], [0.0, 0.0, -0.3], [0.1, 0.2, 0.0], [-0.5, -0.2, -0.2], [-0.2, -0.3, 0.0], [-0.4, -0.3, 0.4], [0.1, -0.8, -0.2], [-0.1, 0.3, 0.1], [-0.2, 0.4, 0.6], [0.6, 0.5, 0.0], [0.7, 1.3, 0.6], [0.3, 0.4, 1.4], [-0.2, 0.1, -0.2], [-0.1, -0.3, 0.1], [0.2, 0.2, 0.2], [-0.2, 0.2, -0.3], [0.3, -0.2, -0.2], [-0.1, -0.2, 0.3], [-0.2, 0.3, 0.0], [0.3, 0.0, 0.2], [0.1, -0.1, -0.4], [-0.1, -0.2, 0.1], [0.1, 0.0, -0.1], [0.0, 0.1, 0.2], [-0.4, -0.2, 0.0], [0.1, 0.4, -0.3], [0.3, -0.2, 0.0], [-0.4, -0.2, 0.1], [0.0, 0.1, 0.2], [-0.1, 0.2, -0.2], [0.1, 0.2, -0.1], [0.0, -0.1, 0.2], [0.0, -0.2, 0.0], [0.3, 0.2, 0.1], [0.1, -0.5, -0.3], [-0.3, 0.3, -0.1], [0.1, 0.4, 0.3], [-0.3, 0.1, -0.4], [-0.2, -0.3, 0.2], [0.7, 3.4, -2.8], [0.1, -0.8, 1.3], [0.1, 0.1, -0.2], [-0.6, -0.2, -1.3], [-0.1, -0.2, 0.3], [0.4, 0.6, 0.2], [-0.3, -0.2, 3.7], [-0.4, -0.7, 0.2], [0.0, -0.9, 0.0], [-0.6, -0.5, -0.5], [0.4, -0.3, 0.2], [1.1, -0.1, -0.2], [0.5, -0.2, -0.1], [0.1, -0.4, -0.1], [0.7, -1.8, 1.0], [-0.8, 1.5, -1.7], [0.5, 0.0, 0.8], [-0.8, -0.9, -0.2], [0.3, 2.1, -0.7], [-0.2, -0.2, 0.1], [0.2, 0.1, 0.0], [0.0, -0.1, 0.2], [0.1, 0.1, -0.2], [0.1, -0.4, 0.2], [-0.1, 0.0, 0.3]]}

Entry 2:
{"formula": "C4H9N3O4", "method": "ωB97M-V with the def2-TZVPD basis set", "orbital_gap_ha": 0.3344, "smiles": "CNCC(C)([N+](=O)[O-])[N+](=O)[O-]", "e_homo_ev": -9.14, "symbols": ["C", "C", "C", "C", "N", "N", "N", "O", "O", "O", "O", "H", "H", "H", "H", "H", "H", "H", "H", "H"], "xyz": [[-0.109, 2.520, -0.367], [0.557, -2.337, -0.081], [-0.711, -0.162, -0.223], [0.315, 1.265, 0.413], [-0.355, -1.281, 0.432], [1.736, 1.135, 0.245], [-0.126, 1.123, 1.820], [2.142, 0.805, -0.864], [2.448, 1.446, 1.146], [-0.933, 1.915, 2.231], [0.469, 0.250, 2.481], [0.653, 2.720, -1.285], [-0.047, 3.447, 0.250], [-1.100, 2.564, -0.840], [0.130, -3.289, 0.281], [0.492, -2.366, -1.112], [1.617, -2.288, 0.221], [-0.532, 0.083, -1.318], [-1.723, 0.195, 0.047], [-1.065, -1.567, 1.124]], "forces_ev_per_a": [[1.7, 1.7, -1.4], [-0.9, -0.1, 2.4], [1.2, 3.5, -0.8], [-3.8, -0.8, -1.3], [-0.5, -2.3, 0.2], [1.0, -0.8, -1.1], [3.5, 0.2, 0.6], [-0.5, -0.2, 0.1], [0.9, 0.4, 1.2], [-1.1, -0.1, 0.3], [-1.6, 1.2, -1.0], [-1.7, -0.8, 2.3], [0.0, -0.8, -0.2], [0.1, -0.7, 0.5], [0.4, 0.3, -0.1], [0.0, 0.1, -2.2], [-0.5, 0.4, 0.1], [0.0, -1.2, 1.2], [0.6, 0.0, -0.1], [1.1, 0.0, -0.7]]}

Entry 3:
{"formula": "C19H28N2O6S", "method": "ωB97M-V with the def2-TZVPD basis set", "orbital_gap_ha": 0.3389, "smiles": "COc1ccc(S(=O)(=O)N2CCC(C(=O)NC[C@@H]3CCCO3)CC2)cc1OC", "e_homo_ev": -8.68, "symbols": ["C", "H", "H", "H", "O", "C", "C", "C", "C", "C", "C", "O", "C", "H", "H", "H", "H", "S", "O", "O", "N", "C", "C", "H", "H", "C", "C", "C", "H", "H", "H", "H", "C", "O", "N", "H", "C", "H", "H", "C", "C", "H", "H", "C", "H", "C", "H", "H", "O", "H", "H", "H", "H", "H", "H", "H"], "xyz": [[1.872, 3.558, -2.317], [2.898, 3.924, -2.304], [1.216, 4.336, -2.720], [1.815, 2.666, -2.948], [1.564, 3.263, -0.975], [0.317, 2.793, -0.670], [-0.657, 2.541, -1.631], [-1.886, 2.004, -1.285], [-2.145, 1.719, 0.038], [-1.208, 1.987, 1.013], [0.026, 2.541, 0.689], [0.867, 2.744, 1.739], [1.830, 3.778, 1.688], [2.155, 3.916, 2.719], [1.395, 4.709, 1.318], [2.686, 3.508, 1.067], [-1.438, 1.787, 2.047], [-3.652, 0.861, 0.484], [-3.926, 1.074, 1.874], [-4.673, 1.160, -0.475], [-3.252, -0.751, 0.303], [-2.243, -1.204, 1.230], [-2.180, -2.728, 1.210], [-1.446, -3.069, 1.942], [-3.157, -3.124, 1.494], [-1.844, -3.214, -0.206], [-2.902, -2.670, -1.170], [-3.002, -1.149, -1.066], [-3.839, -0.776, -1.656], [-2.071, -0.705, -1.440], [-3.867, -3.115, -0.926], [-2.639, -2.931, -2.195], [-0.437, -2.786, -0.631], [-0.203, -2.078, -1.589], [0.546, -3.301, 0.141], [0.309, -3.859, 0.945], [1.940, -2.979, -0.051], [2.049, -2.604, -1.070], [2.544, -3.883, 0.064], [2.442, -1.918, 0.949], [1.828, -0.526, 0.685], [1.244, -0.545, -0.235], [1.183, -0.202, 1.499], [3.050, 0.385, 0.533], [3.308, 0.832, 1.492], [4.132, -0.608, 0.114], [4.082, -0.807, -0.966], [5.144, -0.298, 0.374], [3.849, -1.785, 0.845], [2.900, 1.173, -0.200], [2.234, -2.270, 1.968], [-1.866, -4.310, -0.228], [-2.535, -0.835, 2.215], [-1.254, -0.792, 0.971], [-2.643, 1.817, -2.028], [-0.456, 2.746, -2.669]], "forces_ev_per_a": [[0.1, 0.0, -0.2], [-0.1, 0.0, -0.1], [0.0, 0.0, 0.0], [0.0, 0.0, 0.0], [-0.3, -0.2, 0.4], [0.1, 0.0, 0.1], [0.1, 0.0, 0.0], [0.0, 0.0, -0.1], [-0.6, -0.3, 0.1], [0.3, 0.2, 0.1], [-0.2, 0.0, -0.1], [-0.1, -0.4, -0.2], [0.3, 0.3, 0.1], [0.0, 0.0, -0.1], [0.0, 0.0, 0.0], [-0.1, 0.0, 0.1], [0.1, 0.0, 0.2], [-0.1, -0.1, 0.0], [0.4, 0.0, 0.1], [0.3, 0.0, -0.3], [-0.5, 0.9, 0.2], [0.3, -0.2, 0.6], [0.0, 0.2, -0.1], [0.0, 0.0, 0.0], [0.0, 0.0, 0.1], [-0.2, 0.0, -0.1], [0.3, 0.2, 0.1], [-0.1, -0.1, -0.8], [0.1, -0.1, -0.1], [-0.1, -0.1, 0.0], [0.0, 0.0, 0.0], [-0.1, 0.0, 0.0], [-0.2, -0.4, 0.2], [0.0, 0.2, -0.4], [0.3, 0.0, 0.4], [-0.1, 0.0, -0.1], [0.5, 0.2, 0.1], [0.1, -0.1, 0.1], [0.0, 0.1, 0.0], [-0.4, -0.3, -0.1], [0.1, -0.1, 0.1], [-0.1, 0.0, 0.0], [-0.1, 0.0, 0.0], [0.2, -0.2, 0.0], [0.0, 0.1, 0.0], [0.0, 0.3, -0.1], [0.0, 0.0, 0.0], [0.0, 0.0, -0.1], [0.1, -0.2, 0.1], [0.0, 0.1, 0.0], [0.0, 0.0, -0.1], [0.0, 0.1, 0.0], [0.2, -0.1, 0.0], [0.0, 0.0, 0.0], [0.0, 0.0, -0.2], [0.1, 0.0, -0.1]]}

Entry 4:
{"formula": "C12H18B3CaF12O9", "method": "ωB97M-V with the def2-TZVPD basis set", "orbital_gap_ha": 0.2223, "e_homo_ev": -8.18, "charge": -1, "symbols": ["Ca", "B", "F", "F", "F", "F", "B", "F", "F", "F", "F", "B", "F", "F", "F", "F", "C", "C", "C", "O", "C", "O", "O", "H", "H", "H", "H", "H", "H", "C", "C", "C", "O", "C", "O", "O", "H", "H", "H", "H", "H", "H", "C", "C", "C", "O", "C", "O", "O", "H", "H", "H", "H", "H", "H"], "xyz": [[-3.606, 2.186, -0.329], [-5.993, 0.153, -4.029], [-6.751, 1.252, -4.417], [-6.374, -0.976, -4.669], [-4.702, 0.373, -4.279], [-6.149, -0.021, -2.636], [-4.137, 6.905, -1.791], [-5.269, 7.446, -1.356], [-3.513, 7.840, -2.592], [-3.319, 6.518, -0.774], [-4.322, 5.781, -2.525], [-6.649, 1.998, 2.905], [-6.645, 2.993, 1.860], [-7.828, 1.320, 2.860], [-5.559, 1.135, 2.702], [-6.581, 2.572, 4.067], [-1.994, -7.789, 1.177], [-1.409, -6.453, 1.665], [0.020, -6.123, 1.205], [-0.101, -4.805, 0.830], [-1.267, -4.435, 0.782], [-1.624, -3.341, 0.471], [-2.156, -5.403, 1.194], [-1.416, -8.613, 1.595], [-1.986, -7.768, 0.087], [-3.048, -7.878, 1.443], [-1.478, -6.511, 2.751], [0.563, -6.693, 0.450], [0.711, -6.079, 2.047], [4.859, 2.861, 5.690], [4.382, 2.967, 4.244], [4.406, 1.666, 3.387], [3.049, 1.397, 3.149], [2.276, 2.402, 3.585], [1.124, 2.564, 3.214], [2.960, 3.295, 4.228], [5.866, 2.458, 5.799], [4.191, 2.162, 6.193], [4.741, 3.893, 6.022], [5.038, 3.618, 3.666], [4.791, 0.812, 3.945], [4.899, 1.817, 2.427], [5.090, -0.750, -3.810], [4.367, 0.473, -4.441], [3.292, 0.209, -5.489], [2.088, 0.495, -4.820], [2.257, 1.155, -3.693], [1.390, 1.615, -2.889], [3.590, 1.043, -3.359], [4.415, -1.422, -3.280], [5.825, -0.409, -3.081], [5.765, -1.116, -4.583], [5.073, 1.257, -4.713], [3.261, -0.852, -5.735], [3.586, 0.808, -6.351]], "forces_ev_per_a": [[-1.6, 0.3, 0.0], [-1.8, 0.4, 0.5], [-0.4, 0.5, -0.2], [-0.8, -1.6, -0.8], [3.5, 0.9, -0.3], [0.1, 0.1, 1.4], [1.0, 0.9, -1.1], [-2.6, 0.7, 1.3], [1.1, 1.0, -0.8], [1.7, -0.6, 2.5], [-0.9, -2.7, -1.6], [-1.0, -0.2, -2.3], [0.8, -0.2, -0.5], [-1.1, -1.2, -0.7], [1.3, -0.5, -0.9], [1.0, 2.1, 3.6], [0.2, 0.8, -0.4], [0.0, -3.1, 0.5], [1.2, -1.2, 1.8], [5.7, -0.5, -0.9], [-6.5, 2.9, -0.1], [-0.3, 0.4, -0.3], [0.0, 1.4, -0.7], [-0.1, -0.1, -0.2], [0.3, -0.4, -0.1], [0.1, 0.0, 0.3], [0.3, 0.4, 0.2], [-0.8, -0.3, -0.4], [0.0, -0.5, 0.2], [-0.9, 0.0, -1.0], [0.5, -1.7, -0.5], [-0.1, 0.0, 1.0], [-0.7, -0.7, -0.2], [-2.9, 0.1, -3.2], [1.7, -0.8, 1.3], [2.2, 1.7, 1.3], [0.1, 0.4, -0.2], [-0.1, 0.3, 0.3], [0.3, -0.3, 0.8], [-0.8, 1.0, 0.3], [0.4, 0.1, -0.2], [0.1, -0.2, 0.1], [0.6, 1.5, -0.7], [0.0, -0.5, 2.4], [1.5, -1.0, 0.4], [-1.8, 0.8, -1.4], [-1.1, 0.7, 4.6], [3.5, -1.8, -4.0], [-1.0, 1.2, 0.1], [0.0, -0.3, -0.6], [-0.3, 0.4, 0.3], [-0.5, -1.0, -0.1], [0.1, -0.3, -0.3], [0.0, 0.1, -0.3], [-1.1, 0.2, -0.2]]}

Entry 5:
{"formula": "C2H6NO3", "method": "ωB97M-V with the def2-TZVPD basis set", "orbital_gap_ha": 0.2849, "e_homo_ev": -3.64, "charge": -1, "symbols": ["O", "C", "O", "C", "N", "H", "H", "H", "H", "H", "H", "O"], "xyz": [[-1.033, -2.105, -0.260], [-0.378, -1.047, -0.200], [0.203, -0.629, 0.755], [-0.444, -0.296, -1.565], [0.430, 0.923, -1.453], [-0.145, -0.955, -2.358], [-1.442, 0.028, -1.646], [1.392, 0.650, -1.664], [0.369, 1.395, -0.527], [0.051, 2.364, 2.102], [1.069, 1.625, 1.664], [0.909, 2.295, 2.404]], "forces_ev_per_a": [[-0.7, -1.2, -0.1], [-2.4, -2.4, -3.2], [2.4, 2.5, 3.1], [2.3, 1.7, 2.8], [-0.1, 0.4, -1.2], [0.1, 0.0, -0.4], [-1.3, 0.2, -0.5], [-0.4, 0.3, 0.6], [0.2, -1.2, -1.0], [-3.7, 1.1, -0.1], [0.9, 0.4, 1.5], [2.7, -1.8, -1.4]]}

Entry 6:
{"formula": "C4H9NO2", "method": "ωB97M-V with the def2-TZVPD basis set", "orbital_gap_ha": 0.3917, "smiles": "NC(=O)CCCO", "e_homo_ev": -9.78, "symbols": ["N", "C", "O", "C", "C", "C", "O", "H", "H", "H", "H", "H", "H", "H", "H", "H"], "xyz": [[-1.910, -1.231, 1.704], [-0.660, -0.717, 1.540], [0.276, -1.074, 2.236], [-0.467, 0.290, 0.417], [0.586, -0.289, -0.536], [1.378, 0.753, -1.297], [0.493, 1.559, -2.054], [-2.008, -1.996, 2.352], [-2.666, -1.028, 1.073], [-1.399, 0.538, -0.102], [-0.090, 1.215, 0.870], [1.288, -0.864, 0.079], [0.106, -0.979, -1.242], [1.951, 1.361, -0.578], [2.102, 0.241, -1.949], [1.023, 2.220, -2.515]], "forces_ev_per_a": [[0.0, -0.1, 0.0], [0.1, -0.1, 0.1], [-0.3, 0.1, -0.1], [0.0, 0.1, 0.0], [0.1, -0.1, 0.0], [0.3, -0.3, 0.3], [0.1, 0.2, -0.2], [0.0, 0.1, 0.0], [0.1, 0.0, 0.0], [0.2, -0.1, 0.1], [0.0, -0.2, 0.0], [0.0, 0.1, -0.2], [0.1, 0.1, 0.1], [-0.1, 0.0, -0.1], [-0.1, 0.1, 0.1], [-0.2, -0.1, 0.0]]}